Computed, not measured: a cluster of 10 separate species, C65H135N5O15S5 in total, with ωB97M-V/def2-TZVPD.

Calculated values
SMILES string   CC1(C)CCCC(C)(C)N1O.CC1(C)CCCC(C)(C)N1O.CC1(C)CCCC(C)(C)N1O.CC1(C)CCCC(C)(C)N1O.CC1(C)CCCC(C)(C)N1O.O=S1(=O)CCCC1.O=S1(=O)CCCC1.O=S1(=O)CCCC1.O=S1(=O)CCCC1.O=S1(=O)CCCC1
ΔE to the lowest compared entry with this formula, charge and spin   0.0 kcal/mol

Geometry as XYZ:
```
225
Properties=species:S:1:pos:R:3:forces:R:3:mulliken_charge:R:1
C -2.4584 2.2726 0.0407 -0.344 -1.808 -1.473 -1.6944
C -3.4055 1.4794 -1.0499 -0.254 1.506 1.193 2.5528
C -2.6158 1.0429 -2.2829 1.023 0.244 0.361 -2.4016
C -4.0526 0.2578 -0.3150 0.447 -0.343 -0.532 -0.0737
C -5.3291 0.5266 0.4647 0.995 0.885 0.008 -1.0886
C -6.3015 1.3790 -0.2890 -0.236 -0.529 -0.260 -1.2672
C -5.7088 2.6538 -0.8680 -0.071 0.250 0.148 1.3090
C -6.6951 3.1234 -1.9346 -0.842 0.272 0.286 -2.0449
C -5.5640 3.7078 0.2274 -0.071 1.439 0.249 -1.8511
N -4.4769 2.3560 -1.5742 -0.505 -1.712 0.282 0.8030
O -4.0294 3.5017 -2.2449 0.729 0.005 0.074 -0.5432
H -1.6431 1.5976 0.3012 0.196 -0.280 -0.113 0.1975
H -1.9776 3.1359 -0.4193 -0.496 0.331 0.241 0.3622
H -2.9707 2.4170 0.9919 -0.231 0.557 -0.297 0.3502
H -2.0450 1.8674 -2.7101 -0.027 0.390 0.198 0.6377
H -1.8479 0.3237 -1.9981 -0.116 -0.357 -0.018 0.0833
H -3.2095 0.6649 -3.1152 -0.352 -0.225 0.416 0.5792
H -4.2249 -0.5787 -0.9923 -0.104 0.170 -0.533 0.0945
H -3.2806 -0.1409 0.3432 0.083 0.030 0.206 -0.2854
H -5.8325 -0.3868 0.7816 0.324 -0.011 0.261 0.4980
H -5.0369 1.1599 1.3024 -0.069 -0.436 0.667 0.2994
H -7.0779 1.6045 0.4421 -0.365 0.367 -0.354 0.4670
H -6.7384 0.8067 -1.1073 -0.136 -0.089 -0.064 0.3878
H -6.8696 2.3325 -2.6640 0.418 0.109 -0.246 0.4139
H -6.4407 4.0744 -2.4027 0.169 -0.181 -0.045 0.3919
H -7.6740 3.2534 -1.4732 -0.097 0.171 0.210 0.4719
H -5.1608 3.4304 1.2013 -0.016 -0.610 -0.124 0.3088
H -6.5143 4.2058 0.4194 -0.358 -0.349 0.123 0.4696
H -4.9592 4.5648 -0.0689 0.361 -0.171 -0.447 0.3642
H -3.9960 3.1624 -3.1424 0.050 0.405 -0.318 0.3343
C -5.1482 -5.7001 -2.4150 1.248 0.790 -0.763 -2.1283
C -3.9042 -4.7454 -2.7009 -0.507 -0.689 1.241 1.6518
C -3.7692 -3.9724 -1.3489 0.004 0.014 -0.844 -1.5033
C -2.6306 -5.6160 -2.9667 -0.504 0.584 0.559 -1.1040
C -1.4289 -4.8209 -3.4465 -0.101 -0.497 -0.158 0.8669
C -1.8159 -4.1640 -4.7418 -1.077 0.950 0.283 -1.6839
C -3.1147 -3.2233 -4.5896 -0.016 -1.414 -0.381 1.8383
C -2.6797 -2.0208 -3.7975 0.156 1.442 0.239 -1.1791
C -3.6329 -2.9746 -6.0423 1.350 1.205 1.058 -1.9155
N -4.2159 -3.8985 -3.8806 1.712 -3.056 -0.024 0.2335
O -5.3319 -3.1105 -3.6978 -0.411 0.942 0.339 -0.4495
H -6.0109 -5.0696 -2.2002 -0.099 -0.160 -0.074 0.4738
H -5.3129 -6.3213 -3.2955 -0.226 -0.055 0.024 0.5199
H -4.9496 -6.3309 -1.5485 0.072 0.002 -0.073 0.3294
H -4.6902 -3.3956 -1.2641 0.169 0.368 0.235 0.4768
H -3.7378 -4.6626 -0.5059 0.069 -0.128 -0.072 0.5106
H -2.8846 -3.3374 -1.3013 -0.063 0.176 0.023 -0.1195
H -2.3625 -6.1437 -2.0515 -0.349 -0.054 0.020 -0.0914
H -2.8640 -6.3696 -3.7190 -0.070 -0.071 -0.102 0.6955
H -1.0135 -4.1229 -2.7196 -0.387 0.259 0.230 -0.7682
H -0.5952 -5.4973 -3.6350 0.065 -0.267 -0.073 0.5568
H -1.9908 -4.9323 -5.4949 -0.109 0.020 -0.074 0.4864
H -0.9824 -3.5410 -5.0661 -0.182 0.262 -0.394 0.4262
H -1.9228 -2.2005 -3.0340 0.351 -0.432 -0.276 -0.3669
H -3.4502 -1.5649 -3.1758 -0.527 -0.071 -0.481 0.2031
H -2.2965 -1.2406 -4.4551 0.138 0.173 -0.071 0.3133
H -4.4593 -2.2641 -6.0607 -0.273 -0.348 -0.001 0.4235
H -3.8026 -3.8976 -6.5966 -0.228 0.083 0.278 0.4342
H -2.7959 -2.4417 -6.4936 0.030 -0.006 -0.563 0.3513
H -6.0150 -3.5759 -4.1860 -0.145 0.058 -0.100 0.3928
C -2.4377 -5.2123 6.1462 1.244 0.204 -0.484 -1.9954
C -2.4688 -4.8866 4.5740 -1.861 -0.320 2.031 1.9718
C -1.8229 -5.9848 3.7426 0.571 0.051 -0.227 -1.1441
C -3.9787 -4.8398 4.2911 -0.322 -0.216 -0.710 -1.7254
C -4.2530 -4.2825 2.9113 0.451 2.083 0.888 -0.2311
C -3.6503 -2.8175 2.9007 -0.349 -0.901 -0.582 -0.9160
C -2.1261 -2.7840 3.2098 -0.092 0.311 -1.896 2.5805
C -1.3418 -3.4008 1.9951 0.390 0.152 0.477 0.2807
C -1.6878 -1.3130 3.5006 -0.195 -0.760 -0.445 -1.5278
N -1.9532 -3.5135 4.4144 -0.866 -1.321 1.716 0.0478
O -0.6317 -3.5312 4.8909 0.625 0.299 -0.592 0.0874
H -1.4307 -5.4837 6.4631 0.176 -0.137 -0.137 0.3919
H -2.6786 -4.3557 6.7757 -0.223 0.379 -0.412 0.4117
H -3.0859 -6.0106 6.5078 -0.196 -0.182 -0.679 0.4280
H -0.7982 -5.7259 3.4760 0.143 -0.087 0.281 -0.4156
H -1.8077 -6.9394 4.2685 -0.039 0.044 -0.002 0.5577
H -2.3106 -6.1371 2.7798 -0.189 -0.066 0.153 0.1996
H -4.4868 -5.8004 4.3767 0.532 -0.455 0.159 0.4872
H -4.4743 -4.2250 5.0424 0.096 0.321 -0.016 0.4549
H -3.7829 -4.8308 2.0949 -0.139 -0.199 0.112 -0.2279
H -5.3280 -4.2211 2.7425 -0.005 -0.022 -0.219 0.5788
H -4.1333 -2.1212 3.5863 -0.300 -0.353 0.323 0.5860
H -3.9273 -2.4723 1.9046 0.713 0.533 -0.241 -0.3574
H -1.2644 -2.7303 1.1393 -0.130 0.090 0.076 -0.1478
H -1.6964 -4.3693 1.6425 -0.636 0.191 0.034 -0.0988
H -0.3323 -3.6697 2.3062 0.305 0.417 0.132 -0.6763
H -1.9065 -0.6842 2.6376 -0.015 0.044 -0.137 -0.0071
H -0.6242 -1.2535 3.7316 0.029 -0.129 -0.096 -0.4733
H -2.2194 -0.9307 4.3721 -0.069 -0.083 -0.023 0.6834
H -0.7247 -3.1449 5.7648 0.309 0.153 0.229 0.2030
C 6.9996 3.5438 5.0929 0.879 -1.240 0.122 -2.0307
C 5.8321 3.8115 4.1765 -1.196 0.840 0.304 1.5760
C 4.5642 3.6772 5.0815 -0.158 0.231 -0.404 -1.6193
C 5.9585 5.3045 3.6246 -0.398 -1.382 1.515 -1.1062
C 4.9458 5.6114 2.6032 -1.344 -0.539 -1.219 -0.9775
C 4.9583 4.5970 1.4462 -0.243 2.546 -0.337 -0.9174
C 4.9113 3.1609 1.8144 2.025 -2.281 0.580 2.1795
C 3.4810 2.6505 2.0649 0.676 1.612 -0.029 -1.0904
C 5.6340 2.4417 0.6328 -0.186 -1.362 -0.446 -2.1116
N 5.7931 2.8915 2.9924 1.359 2.362 0.048 0.1564
O 5.8061 1.5724 3.3924 -0.968 -1.078 0.420 -0.3253
H 6.9145 2.6287 5.6789 -0.350 -0.597 -0.537 0.3931
H 7.9010 3.4309 4.4905 0.302 0.330 0.236 0.4615
H 7.1203 4.2073 5.9492 -0.032 0.929 -0.665 0.4065
H 3.7253 4.1757 4.5959 -0.198 -0.041 0.231 0.2115
H 4.2844 2.6490 5.3107 0.161 -0.250 -0.479 0.2687
H 4.6924 4.1003 6.0778 0.242 0.439 -0.140 0.4885
H 5.6810 6.0075 4.4100 0.673 -0.216 0.663 0.4385
H 6.9711 5.5198 3.2835 0.051 -0.183 -0.019 0.3297
H 3.9223 5.5696 2.9756 -0.028 0.014 0.673 0.2960
H 5.0617 6.6669 2.3570 0.054 -0.102 -0.840 0.4678
H 5.7944 4.8684 0.8017 0.277 -0.493 -0.012 0.6339
H 4.0727 4.7568 0.8312 -0.073 0.210 -0.196 -0.1555
H 3.0972 3.3533 2.8044 -0.403 -0.103 0.060 0.1937
H 3.4049 1.6549 2.5019 0.095 -0.084 -0.613 0.0089
H 2.9776 2.8898 1.1282 -0.607 -0.770 0.122 0.3270
H 6.7114 2.5749 0.5344 0.036 0.742 0.623 0.4630
H 5.2743 2.6393 -0.3770 -0.580 0.553 0.077 0.2793
H 5.5740 1.3542 0.6751 -0.393 -0.293 0.421 0.4765
H 6.5654 1.1500 2.9841 0.269 0.211 -0.082 0.3282
C -0.5468 7.6952 -3.0098 0.268 0.535 0.810 -1.7532
C 0.6697 7.1780 -3.7705 -0.571 -0.316 -1.208 1.3864
C 0.1997 6.6884 -5.1847 0.723 -0.017 0.709 -1.4417
C 1.6657 8.3960 -3.9443 -0.818 -0.980 -0.225 -1.3429
C 3.0711 8.0059 -4.3622 -0.473 -0.332 0.110 -0.6756
C 3.6236 6.9720 -3.4354 -0.514 -1.569 0.999 -1.3955
C 2.6749 5.7059 -3.2019 -0.129 0.619 0.123 2.2732
C 2.8048 4.7752 -4.4333 0.563 0.236 0.383 -1.7183
C 3.1130 5.1734 -1.8313 1.260 -0.585 -0.098 -2.5818
N 1.2862 6.0875 -2.9973 0.879 2.618 0.299 0.0033
O 0.4653 4.9995 -2.6840 -0.132 -0.187 -0.562 0.0727
H -0.1132 8.2060 -2.1500 -0.286 0.159 0.280 0.4742
H -1.1173 8.4369 -3.5689 0.124 -0.029 -0.205 0.3880
H -1.2552 6.9756 -2.5991 0.226 -0.383 -0.412 0.2285
H -0.3630 5.7686 -5.0250 -0.297 0.100 -0.237 0.1097
H -0.3739 7.4576 -5.7017 -0.194 -0.142 0.098 0.5320
H 1.0586 6.4412 -5.8087 0.009 -0.005 -0.072 0.3616
H 1.2702 9.0144 -4.7500 -0.325 0.068 0.048 0.4466
H 1.6434 9.0191 -3.0501 0.234 -0.164 0.198 0.3766
H 3.0387 7.5266 -5.3406 0.041 0.548 -0.378 0.3694
H 3.6501 8.9294 -4.3649 0.376 -0.250 -0.327 0.3967
H 3.8570 7.3901 -2.4562 -0.051 0.149 0.025 0.4196
H 4.5192 6.4599 -3.7872 0.344 0.474 -0.195 0.4844
H 3.6998 4.1545 -4.3900 -0.025 -0.231 0.168 0.5386
H 2.9636 5.4133 -5.3025 -0.252 -0.131 -0.158 0.3625
H 1.9162 4.1623 -4.5844 0.075 -0.027 0.097 0.0285
H 4.1617 4.8770 -1.8518 0.245 -0.216 -0.265 0.5532
H 2.5983 4.2987 -1.4336 -0.326 -0.009 -0.188 0.2563
H 3.1272 5.9695 -1.0869 -0.559 0.077 -0.058 0.5791
H 0.6386 4.9216 -1.7430 -0.444 -0.173 0.226 0.2188
O 1.5693 0.4549 7.4102 0.787 -0.249 1.785 -0.7018
S 0.5502 0.4803 6.4292 -1.018 -0.723 -2.588 1.1709
O -0.5527 -0.4896 6.3783 1.633 0.995 0.185 -0.5259
C -0.1749 2.1321 6.3148 0.829 0.597 -0.175 -0.8933
C 0.4141 2.7494 5.0050 -0.075 -1.086 0.461 -0.4548
C 0.6455 1.5545 4.0783 -0.941 -0.398 -2.103 0.2465
C 1.4803 0.5262 4.7705 -0.489 0.134 1.362 0.9595
H 0.1947 2.6099 7.2221 -0.155 0.195 -0.062 0.4732
H -1.2644 2.0993 6.3279 0.161 -0.260 -0.132 0.3458
H -0.2473 3.5036 4.5786 0.086 -0.102 0.020 0.5422
H 1.4130 3.1614 5.1484 -0.122 0.378 0.434 -0.1114
H 1.0767 1.8643 3.1264 0.330 0.209 0.054 -0.0922
H -0.2740 1.0714 3.7476 -0.486 0.179 0.295 0.0009
H 2.5006 0.9077 4.8090 0.101 -0.036 0.947 0.1846
H 1.5574 -0.5147 4.4564 -0.590 0.110 -0.469 -1.0526
O 0.0895 -0.8125 -7.5786 1.383 1.755 0.625 -0.6349
S 0.7201 0.4937 -7.2875 -1.668 0.192 -0.507 1.1108
O 1.8868 0.9713 -8.0207 -0.762 -0.666 0.787 -0.6764
C -0.6235 1.7851 -7.4512 -0.224 0.357 1.406 -0.8869
C -0.5318 2.6331 -6.1207 0.233 -0.470 -1.004 -0.7631
C -0.1511 1.7170 -4.9621 0.418 -1.202 -0.720 0.7764
C 0.9558 0.6901 -5.4337 -1.378 1.383 -0.896 -0.8541
H -1.6168 1.3373 -7.4840 0.245 -0.703 0.221 0.3870
H -0.5891 2.3302 -8.3945 0.782 0.098 0.178 0.5114
H 0.2316 3.4068 -6.2027 -0.022 0.096 -0.206 0.1411
H -1.4721 3.1100 -5.8441 -0.044 0.116 -0.420 0.4368
H -1.0029 1.1237 -4.6296 -0.098 0.276 0.158 -0.4271
H 0.2269 2.3649 -4.1713 -0.067 -0.360 0.327 0.2385
H 0.7483 -0.3123 -5.0592 0.710 0.163 0.293 0.1653
H 1.8799 1.2359 -5.2435 0.482 -1.006 -0.200 0.5165
O -1.5270 -7.8996 -0.8878 0.798 -0.189 0.490 -0.7215
S -0.5119 -7.8188 0.1518 0.461 1.622 -0.891 1.0945
O -0.9184 -8.0522 1.5124 0.462 -0.419 -0.054 -0.6326
C 1.0212 -8.7255 -0.3900 -0.535 0.250 0.267 -0.7598
C 2.1488 -7.7781 -0.0330 0.051 0.958 0.188 -0.6429
C 1.6999 -6.3941 -0.5590 0.155 -0.926 -0.680 -0.8463
C 0.3551 -6.1444 0.0635 -0.066 -0.162 0.165 1.1734
H 0.9272 -8.7649 -1.4752 -0.143 -0.303 0.020 0.3332
H 1.0669 -9.7164 0.0619 -0.131 0.124 -0.031 0.4699
H 2.2221 -7.6688 1.0491 0.139 -0.269 0.207 0.2093
H 3.1341 -8.0607 -0.4037 -0.177 -0.238 -0.132 0.4331
H 1.5373 -6.4475 -1.6355 0.354 -0.065 -0.258 0.3366
H 2.4027 -5.5833 -0.3672 -0.050 -0.074 0.158 0.2962
H -0.1889 -5.4264 -0.5503 -0.500 -0.164 0.394 -0.1982
H 0.5794 -5.7601 1.0585 -0.805 -0.103 0.226 -0.6422
O 1.6847 -4.4703 6.4443 2.164 -0.253 -1.095 -0.5999
S 2.8562 -4.5044 5.5433 -1.523 -0.835 -0.537 1.0917
O 3.9723 -5.4329 5.6537 -0.683 0.125 0.617 -0.7098
C 2.2670 -4.7072 3.7127 0.511 0.607 1.863 -0.0773
C 2.5184 -3.2797 3.2032 0.253 0.193 -1.141 1.2420
C 3.7371 -2.6415 3.9238 0.579 -1.056 0.626 -1.0924
C 3.6221 -2.8779 5.4365 -1.186 0.557 -0.422 -0.5615
H 1.2510 -5.1020 3.7114 -0.205 0.741 0.253 -0.5632
H 2.8557 -5.5391 3.3261 0.619 0.501 -0.091 0.5805
H 2.7405 -3.2516 2.1365 0.083 -0.374 -0.100 -0.0357
H 1.5965 -2.6984 3.2220 -0.070 0.113 0.701 -0.7245
H 4.0025 -1.6063 3.7094 -0.549 0.105 -0.181 0.3615
H 4.6222 -3.2138 3.6460 0.081 -0.087 -0.438 0.5188
H 2.9198 -2.1514 5.8451 -0.038 -0.114 0.331 0.0368
H 4.5472 -2.8794 6.0130 -0.089 -0.150 -0.206 0.5633
O 1.5236 -2.8682 0.1156 -0.865 1.543 -1.172 -0.6870
S 1.0839 -1.6137 -0.5406 -0.059 -0.823 0.724 0.9182
O -0.3560 -1.4009 -0.7979 2.226 -0.024 0.287 -0.0893
C 1.9281 -0.2163 0.3848 0.129 -1.341 -1.503 -1.2032
C 2.1180 0.8067 -0.7387 -0.562 0.979 0.478 0.7590
C 2.5635 0.1333 -2.0659 -0.747 -0.153 0.751 -0.4399
C 2.1134 -1.3361 -2.0545 0.697 -0.173 0.939 -0.9844
H 2.8769 -0.7004 0.6158 0.118 -0.050 0.124 0.4283
H 1.4339 -0.0139 1.3350 -0.326 0.411 -0.416 0.5675
H 1.1911 1.3750 -0.8167 -0.134 -0.005 -0.332 0.0700
H 2.8961 1.5342 -0.5078 -0.127 -0.045 0.316 -0.4317
H 3.6480 0.1894 -1.9716 0.013 -0.236 -0.785 0.4935
H 2.1956 0.6422 -2.9569 0.182 0.242 0.259 -0.5218
H 3.0369 -1.8548 -1.7970 -0.333 -0.684 -0.035 0.4857
H 1.6978 -1.7907 -2.9538 -0.278 0.283 0.180 0.5614
```
Forces are in eV/Å.

=====

Computed, not measured: a structure of composition C2H7LaO4PS2, with ωB97M-V/def2-TZVPD.

Calculated values
Charge   +3

Geometry as XYZ:
```
17
Properties=species:S:1:pos:R:3:forces:R:3:mulliken_charge:R:1
C 3.2517 0.6948 0.1163 0.045 0.219 0.033 -1.0547
C 2.1403 -0.2061 0.6392 -0.321 0.011 0.136 -0.1057
O 0.9715 0.3573 -0.0265 -0.146 -0.473 -0.075 -0.1267
O -0.2014 -0.6221 0.2829 0.225 0.174 0.134 -0.1450
S -1.1738 -0.4843 -0.8832 0.589 0.190 0.696 0.8055
O -1.1339 -1.9334 -1.5836 -1.358 -0.025 -1.638 -0.5725
O -2.5870 -0.7268 -0.2214 -0.049 0.001 -0.733 -0.3840
P -3.2719 0.8043 0.6096 -0.164 -0.152 0.087 0.3016
S -2.1343 2.2671 0.3742 0.077 0.201 0.028 -0.0634
H 4.1698 0.1093 0.0864 0.012 -0.012 0.037 0.3488
H 3.0590 1.0527 -0.8959 -0.012 -0.120 -0.050 0.3389
H 3.3950 1.5586 0.7582 -0.022 -0.001 0.026 0.3402
H 2.2433 -1.2491 0.3468 0.070 0.046 -0.157 0.3082
H 1.9811 -0.1186 1.7113 0.102 -0.037 0.027 0.3114
H -4.4634 0.6848 -0.1126 -0.140 0.081 0.118 0.1429
H -3.4670 0.1152 1.8095 0.002 0.113 0.116 0.1970
La -2.7789 -2.3036 -3.0113 1.090 -0.217 1.216 2.3576
```
Forces are in eV/Å.

=====

Computed, not measured: a structure of composition C4H8N3, with ωB97M-V/def2-TZVPD.

Calculated values
Charge   +1
ΔE to the lowest compared entry with this formula, charge and spin   134.0 kcal/mol

Geometry as XYZ:
```
15
Properties=species:S:1:pos:R:3:forces:R:3:mulliken_charge:R:1
C -1.3341 -1.1050 3.1454 -0.372 0.944 -2.683 -0.5576
C -1.1911 -1.2874 1.7878 0.165 0.409 1.019 0.0219
C -0.1742 0.6486 -1.0343 6.131 1.834 -4.493 0.3820
C 1.7181 0.6710 -1.4192 -2.588 1.510 0.666 -0.9606
N -0.9309 -0.1053 1.0303 -0.200 0.561 1.603 -0.3131
N -0.4524 -0.0760 -0.0927 -2.128 -3.524 3.912 0.2769
N -0.8651 0.9982 -2.0879 0.691 1.644 -2.073 -0.3590
H -1.5311 -1.8113 3.9001 -0.021 -1.544 0.154 0.3050
H -1.4228 -0.1278 3.5812 0.506 0.690 -0.369 0.2625
H -1.2896 -2.2348 1.2614 0.325 0.054 0.181 0.3966
H 1.9900 -0.3539 -1.5367 0.091 -0.610 0.416 0.3348
H 2.3034 1.3026 -0.7277 -0.693 -0.857 0.365 0.3210
H 1.8673 1.1883 -2.3595 -0.674 -0.018 -0.428 0.3722
H -0.2692 1.4490 -2.8565 -1.770 -0.933 1.556 0.2664
H -1.8843 1.0554 -2.1551 0.535 -0.161 0.173 0.2511
```
Forces are in eV/Å.

=====

Number 1: orbital gap 7.7 eV. Number 2: orbital gap 4.9 eV. Number 3: orbital gap 8.5 eV.